(1)
The following is a DFT calculation (ωB97M-V with the def2-TZVPD basis set) of a cluster of 7 separate species, C28H42O14 in total at a distorted geometry.

Last column: Mulliken charge in e.
Geometry (Å):
O: 0.374 -4.933 -1.988  -0.554
C: -0.499 -5.718 -2.192  0.286
C: -1.673 -6.110 -1.308  0.190
C: -2.323 -7.260 -2.019  -0.681
C: -1.844 -7.059 -3.485  -0.435
O: -0.616 -6.351 -3.397  -0.373
H: -1.303 -6.419 -0.332  0.345
H: -2.226 -5.167 -1.282  -0.019
H: -1.880 -8.203 -1.691  0.278
H: -3.398 -7.274 -1.856  0.346
H: -1.719 -7.985 -4.037  0.376
H: -2.662 -6.509 -3.962  0.228
O: -3.052 -3.043 0.097  -0.575
C: -2.667 -3.295 1.202  0.339
C: -3.090 -4.477 2.041  -0.143
C: -2.309 -4.266 3.324  -0.690
C: -1.323 -3.090 3.074  -0.462
O: -1.704 -2.592 1.802  -0.142
H: -4.123 -4.278 2.334  0.258
H: -2.998 -5.411 1.500  0.252
H: -2.879 -4.081 4.236  0.298
H: -1.660 -5.080 3.661  0.279
H: -1.250 -2.327 3.850  0.355
H: -0.305 -3.493 3.091  0.266
O: -0.940 5.873 -3.828  -0.570
C: 0.210 5.621 -3.713  0.392
C: 1.373 5.958 -4.613  -0.427
C: 2.559 5.102 -4.151  -0.541
C: 2.037 4.659 -2.770  -0.129
O: 0.648 4.845 -2.679  -0.249
H: 1.185 5.859 -5.678  0.325
H: 1.496 7.030 -4.418  0.240
H: 2.772 4.348 -4.901  0.312
H: 3.420 5.730 -3.930  0.264
H: 2.353 3.630 -2.572  0.175
H: 2.564 5.191 -1.971  0.221
O: 7.575 -1.473 3.106  -0.577
C: 6.658 -1.388 2.344  0.537
C: 5.219 -1.745 2.577  -0.560
C: 4.449 -1.184 1.356  -0.039
C: 5.590 -0.741 0.394  -0.456
O: 6.832 -0.962 1.087  -0.367
H: 5.128 -2.827 2.719  0.245
H: 4.913 -1.470 3.589  0.288
H: 3.779 -1.934 0.955  0.271
H: 3.950 -0.256 1.632  0.116
H: 5.568 -1.427 -0.453  0.248
H: 5.605 0.292 0.067  0.302
O: -3.836 3.345 2.316  -0.627
C: -4.018 2.876 1.219  0.402
C: -3.309 1.698 0.593  0.028
C: -4.394 1.213 -0.397  -0.442
C: -4.939 2.596 -0.811  -0.487
O: -5.017 3.262 0.440  -0.348
H: -2.424 2.084 0.070  -0.082
H: -2.851 1.019 1.308  0.272
H: -4.017 0.587 -1.202  0.369
H: -5.244 0.761 0.114  0.263
H: -4.407 3.203 -1.545  0.272
H: -5.961 2.453 -1.166  0.335
O: 0.364 2.178 2.103  -0.571
C: 0.625 3.321 2.337  0.591
C: 0.850 3.868 3.728  -0.556
C: 0.822 5.367 3.573  -0.540
C: 1.327 5.493 2.097  -0.435
O: 0.847 4.284 1.444  -0.290
H: -0.012 3.544 4.311  0.325
H: 1.799 3.550 4.163  0.283
H: -0.221 5.646 3.711  0.301
H: 1.530 5.953 4.152  0.314
H: 0.880 6.318 1.548  0.282
H: 2.407 5.432 1.966  0.292
O: -1.719 -1.062 -2.802  -0.652
C: -0.872 -0.658 -2.058  0.422
C: -0.404 -1.317 -0.783  0.457
C: 0.935 -0.566 -0.547  -0.345
C: 0.640 0.794 -1.126  0.250
O: -0.245 0.514 -2.213  -0.383
H: -0.985 -1.032 0.088  -0.319
H: -0.385 -2.380 -1.004  0.136
H: 1.033 -0.452 0.535  0.282
H: 1.799 -1.034 -1.016  0.232
H: 0.049 1.495 -0.527  -0.188
H: 1.536 1.338 -1.430  0.106

Computed properties:
E_HOMO = -9.56 eV
Calculated total energy = -58381.90942 eV
Relative energy (zero: lowest compared OMol25 entry of this formula, charge and spin) = 2.079 eV
Largest force on an atom = 0.047 Eh/bohr


(2)
The following is a DFT calculation (ωB97M-V with the def2-TZVPD basis set) of a cluster of 7 separate species, C28H42O14 in total at a distorted geometry.

Last column: Mulliken charge in e.
Geometry (Å):
O: -23.729 9.956 -16.852  -0.672
C: -23.802 8.929 -16.142  0.641
C: -24.098 8.894 -14.667  -0.313
C: -24.413 7.458 -14.423  -0.213
C: -23.692 6.750 -15.539  -0.098
O: -23.629 7.683 -16.607  -0.285
H: -23.233 9.200 -14.078  0.369
H: -24.977 9.528 -14.548  0.028
H: -24.140 7.199 -13.400  0.479
H: -25.500 7.396 -14.480  -0.180
H: -22.667 6.501 -15.262  0.389
H: -24.396 5.940 -15.731  -0.024
O: -30.078 8.219 -14.044  -0.479
C: -31.056 8.162 -13.303  0.421
C: -31.850 6.943 -13.066  -0.155
C: -32.758 7.381 -11.889  -0.552
C: -32.570 8.910 -11.839  -0.524
O: -31.501 9.252 -12.631  -0.376
H: -32.377 6.596 -13.954  0.297
H: -31.224 6.065 -12.906  0.133
H: -33.811 7.100 -11.896  0.333
H: -32.397 7.091 -10.902  0.248
H: -33.438 9.351 -12.330  0.241
H: -32.551 9.435 -10.883  0.369
O: -25.780 6.323 -18.060  -0.656
C: -26.905 6.090 -17.686  0.543
C: -28.222 5.589 -18.417  0.298
C: -29.250 5.764 -17.298  -1.054
C: -28.416 5.840 -15.944  0.639
O: -27.116 6.014 -16.352  -0.379
H: -28.395 6.299 -19.227  -0.171
H: -28.112 4.553 -18.738  0.114
H: -29.776 6.707 -17.450  0.368
H: -30.002 4.988 -17.152  0.542
H: -28.795 6.705 -15.399  0.093
H: -28.609 4.894 -15.437  -0.318
O: -28.384 8.786 -18.742  -0.537
C: -27.991 9.565 -17.860  0.099
C: -26.854 9.337 -16.940  1.504
C: -26.996 10.623 -16.125  -0.546
C: -28.320 11.191 -16.399  -0.586
O: -28.866 10.471 -17.446  -0.367
H: -26.796 8.376 -16.429  -0.808
H: -25.935 9.522 -17.496  0.034
H: -27.016 10.269 -15.094  0.203
H: -26.195 11.362 -16.095  0.360
H: -28.900 10.931 -15.514  0.250
H: -28.252 12.270 -16.538  0.305
O: -25.710 8.620 -24.531  -0.582
C: -26.128 8.448 -23.365  0.394
C: -27.582 8.657 -22.970  -0.509
C: -27.584 7.885 -21.597  -0.510
C: -26.115 8.295 -21.037  0.099
O: -25.334 8.507 -22.189  -0.358
H: -27.754 9.733 -22.926  0.275
H: -28.239 8.135 -23.665  0.318
H: -28.492 7.951 -20.997  0.371
H: -27.422 6.812 -21.691  0.335
H: -26.164 9.198 -20.429  0.071
H: -25.722 7.440 -20.487  0.083
O: -24.506 0.422 -18.712  -0.607
C: -25.651 0.859 -18.527  0.304
C: -26.047 2.126 -17.789  -0.125
C: -27.593 1.856 -17.692  0.494
C: -27.855 0.915 -18.828  -0.694
O: -26.717 0.080 -18.988  -0.327
H: -25.561 2.344 -16.838  0.423
H: -25.785 2.929 -18.478  0.066
H: -27.900 1.410 -16.746  -0.262
H: -28.239 2.726 -17.803  0.017
H: -28.800 0.397 -18.658  0.419
H: -27.960 1.544 -19.712  0.268
O: -31.227 1.668 -15.965  -0.648
C: -30.474 1.369 -14.991  0.509
C: -29.843 2.058 -13.784  0.082
C: -28.865 0.992 -13.351  -0.648
C: -29.399 -0.287 -13.796  -0.407
O: -29.960 0.114 -15.008  -0.362
H: -29.581 3.076 -14.073  -0.050
H: -30.750 2.118 -13.183  0.279
H: -27.835 1.289 -13.548  0.302
H: -28.944 0.964 -12.265  0.393
H: -28.690 -1.091 -13.993  0.296
H: -30.114 -0.657 -13.061  0.286

Computed properties:
E_HOMO = -9.53 eV
Calculated total energy = -58379.45932 eV
Relative energy (zero: lowest compared OMol25 entry of this formula, charge and spin) = 4.529 eV
Largest force on an atom = 0.115 Eh/bohr


(3)
The following is a DFT calculation (ωB97M-V with the def2-TZVPD basis set) of a cluster of 2 separate species, C28H43Br2N2O2P2S2 in total at a distorted geometry.

Last column: Mulliken spin population.
Geometry (Å):
O: -2.077 1.704 5.105  0.000
P: -2.002 0.088 4.666  0.000
Br: 0.221 -0.343 4.596  0.000
P: -2.776 -0.212 2.552  0.000
C: -3.423 -0.678 0.814  0.000
C: -2.332 -1.260 -0.156  0.000
C: -1.382 -2.269 0.493  0.000
Br: -0.063 -2.831 -0.868  0.000
C: -3.853 1.297 2.637  0.000
C: -3.085 2.546 2.058  0.000
C: -3.715 3.813 2.673  0.000
S: -3.829 5.229 1.556  0.000
C: -2.208 5.986 1.558  0.000
S: -1.000 5.198 2.323  0.000
N: -2.186 7.199 0.816  0.000
C: -1.682 6.900 -0.542  0.000
C: -0.421 6.376 -0.758  0.000
C: 0.077 6.143 -2.023  0.000
C: -0.710 6.474 -3.122  0.000
C: -1.971 6.987 -2.902  0.000
C: -2.471 7.211 -1.632  0.000
C: -1.369 8.272 1.348  0.000
C: -1.036 9.331 0.495  0.000
C: -0.227 10.358 0.917  0.000
C: 0.294 10.421 2.205  0.000
C: -0.068 9.410 3.069  0.000
C: -0.877 8.376 2.636  0.000
H: -1.246 2.157 4.893  0.000
H: -1.440 -0.033 2.062  0.000
H: -3.181 -1.523 2.982  0.000
H: -4.189 -1.468 0.910  0.000
H: -3.869 0.172 0.276  0.000
H: -2.886 -1.805 -0.936  0.000
H: -1.826 -0.432 -0.668  0.000
H: -1.906 -3.175 0.810  0.000
H: -0.792 -1.881 1.325  0.000
H: -4.770 1.206 2.038  0.000
H: -4.200 1.527 3.656  0.000
H: -3.153 2.490 0.966  0.000
H: -2.037 2.396 2.343  0.000
H: -3.191 4.076 3.601  0.000
H: -4.741 3.553 2.972  0.000
H: 0.236 6.147 0.082  0.000
H: 1.084 5.744 -2.114  0.000
H: -0.270 6.320 -4.106  0.000
H: -2.571 7.259 -3.772  0.000
H: -3.461 7.637 -1.485  0.000
H: -1.381 9.409 -0.533  0.000
H: 0.052 11.156 0.228  0.000
H: 0.950 11.245 2.480  0.000
H: 0.307 9.406 4.091  0.000
H: -1.118 7.611 3.370  0.000
C: 2.907 -5.196 -1.613  0.027
C: 2.374 -6.405 -2.415  0.014
C: 1.479 -7.256 -1.509  0.026
C: 2.263 -8.050 -0.466  -0.019
C: 3.365 -8.879 -1.125  0.021
C: 4.274 -8.063 -2.051  0.025
N: 3.504 -7.197 -2.990  0.334
O: 3.031 -7.953 -3.942  0.584
C: 5.236 -7.198 -1.211  0.014
C: 5.200 -9.026 -2.800  -0.008
C: 1.524 -5.775 -3.520  -0.009
H: 2.170 -4.394 -1.591  0.004
H: 3.115 -5.425 -0.569  0.002
H: 3.812 -4.785 -2.064  -0.018
H: 0.897 -7.957 -2.116  0.003
H: 0.753 -6.614 -1.004  0.001
H: 2.691 -7.384 0.288  0.001
H: 1.583 -8.714 0.072  0.002
H: 3.966 -9.364 -0.353  0.000
H: 2.893 -9.687 -1.695  0.005
H: 5.817 -6.531 -1.849  -0.010
H: 5.943 -7.832 -0.672  0.001
H: 4.740 -6.600 -0.450  0.002
H: 4.648 -9.786 -3.352  0.000
H: 5.844 -9.552 -2.095  0.000
H: 5.840 -8.489 -3.502  -0.001
H: 2.135 -5.144 -4.170  -0.002
H: 0.745 -5.149 -3.082  0.000
H: 1.019 -6.516 -4.138  0.001

Computed properties:
E_HOMO = -7.66 eV
Calculated total energy = -217137.96180 eV
Multiplicity = 2
Largest force on an atom = 0.054 Eh/bohr